1.
The following is a quantum chemistry calculation of an isolated molecule of C3H3N3O2 at a distorted geometry, from the OMol25 dataset.

Its SMILES is Nc1ncoc(=O)n1. Its HOMO energy is -10.3 eV. The HOMO-LUMO gap comes out at 0.374 Ha.

Structure (XYZ):
```
11
C3H3N3O2 (the ωB97M-V functional and the def2-TZVPD basis)
C -0.13 -0.92 -0.53
C 0.95 -0.30 1.26
C -0.20 1.25 0.02
H -1.36 -1.84 -2.01
H -0.04 -2.75 -1.67
H 1.48 -0.40 2.24
N -0.64 -2.02 -1.32
N 0.79 -1.25 0.41
N -0.56 0.22 -0.86
O 0.23 0.84 1.24
O -0.34 2.42 -0.07
```

---

2.
The following is a quantum chemistry calculation of a structure of composition C10H24BrF3LiO6S, from the OMol25 dataset.

As for the total charge: -1. Its HOMO energy is -4.6 eV. The HOMO-LUMO gap comes out at 0.253 Ha.

Structure (XYZ):
```
46
C10H24BrF3LiO6S (the ωB97M-V functional and the def2-TZVPD basis)
Li -1.99 0.81 -0.33
Br -4.42 0.55 0.10
C -1.00 0.17 -4.71
F 0.24 -0.31 -4.44
F -0.88 1.51 -4.77
F -1.32 -0.25 -5.94
S -2.24 -0.33 -3.46
O -1.79 0.43 -2.30
O -3.46 0.10 -4.07
O -2.03 -1.76 -3.36
C 2.03 -2.00 2.38
C 2.90 -1.22 1.43
O 2.09 -0.73 0.39
C 2.77 0.14 -0.50
C 1.98 0.26 -1.78
H 1.52 -2.83 1.88
H 2.59 -2.39 3.23
H 1.26 -1.34 2.78
H 3.36 -0.37 1.96
H 3.74 -1.80 1.02
H 2.90 1.13 -0.04
H 3.79 -0.24 -0.69
H 2.48 0.96 -2.46
H 1.00 0.71 -1.61
H 1.84 -0.70 -2.27
C -1.65 1.99 2.37
C -0.58 2.68 1.57
C 0.81 2.23 1.98
O -0.83 2.38 0.18
H -1.48 2.16 3.44
H -1.61 0.92 2.21
H -2.64 2.36 2.13
H -0.66 3.77 1.70
H 1.60 2.69 1.39
H 0.88 1.14 1.91
H 0.96 2.45 3.04
H -0.15 2.81 -0.34
C -1.85 -2.53 1.32
C -1.25 -1.89 0.09
O -0.70 -0.59 0.37
H -2.72 -1.97 1.66
H -1.11 -2.56 2.13
H -2.14 -3.56 1.09
H -2.02 -1.78 -0.68
H -0.49 -2.53 -0.37
H 0.27 -0.66 0.39
```